Formula: C13H9F17INO
Source: OMol25
Level of theory: ωB97M-V/def2-TZVPD

XYZ file:
```
42
Properties=species:S:1:pos:R:3:forces:R:3
F 6.110410 1.768899 -0.272746 -1.6 -5.2 0.8
C 5.640408 0.401905 0.086174 2.0 0.1 2.5
F 6.440876 -0.700109 -0.493992 -2.8 4.4 1.7
F 5.832085 0.298568 1.582071 -0.5 0.4 -5.1
C 3.991958 0.206547 -0.125602 0.7 0.1 3.0
F 3.695037 -1.115482 0.543794 0.6 4.5 -2.7
F 3.390754 1.303135 0.723174 1.6 -3.8 -3.2
C 3.536131 0.268254 -1.694874 1.9 -1.3 -2.1
F 4.119112 1.463988 -2.408325 -2.4 -4.0 2.8
F 4.191760 -0.916907 -2.366380 -2.0 3.8 2.4
C 1.922359 0.073885 -1.966513 -0.9 -1.5 -2.5
F 1.842769 -0.540323 -3.347081 0.1 1.9 4.6
F 1.256229 -0.899458 -1.071615 2.3 3.3 -2.5
C 1.099490 1.516164 -2.119686 1.5 1.6 -2.2
F 1.597313 2.583014 -1.222150 -1.9 -3.8 -2.6
F 1.454749 1.981774 -3.515543 -1.0 -1.5 4.6
C -0.538503 1.339617 -2.143519 -1.7 1.2 -3.6
F -1.007601 2.342650 -3.179463 1.4 -3.1 3.5
F -0.972625 0.020777 -2.742517 1.8 4.2 2.6
C -1.324718 1.753703 -0.786455 -3.3 2.1 -0.1
F -2.799515 1.532432 -1.030192 5.2 0.5 0.8
F -1.205979 3.243095 -0.561336 0.1 -5.1 -0.8
C -0.953145 1.001490 0.593883 -0.6 0.4 3.5
F -1.649677 1.787326 1.686059 2.4 -2.2 -3.5
F 0.484017 1.027797 0.993077 -3.9 0.3 -1.7
N -1.430714 -0.412714 0.769011 1.6 -0.6 3.3
C -1.536728 -0.850803 2.069501 -2.1 -1.2 0.6
C -2.091687 -2.408228 2.317740 -0.8 1.6 -2.6
C -1.859655 -2.918820 0.777558 3.3 1.4 1.2
I -3.050998 -4.627100 0.105852 0.6 1.3 0.3
C -1.847187 -1.527530 -0.145411 -1.8 -2.4 -1.3
H -1.306515 -0.336546 3.095624 -0.3 -0.1 -2.8
H -1.574070 -2.958438 3.212244 -0.9 1.1 -2.0
H -3.277508 -2.342950 2.389750 2.6 0.2 0.4
H -0.712129 -3.241794 0.711398 -2.6 0.2 0.1
H -1.117328 -1.872504 -1.025745 -1.7 1.8 1.8
H -2.961637 -1.286345 -0.407365 2.1 -0.3 0.1
C -4.662622 0.588234 2.164692 -0.8 1.1 1.5
O -4.150026 -0.099847 1.155600 1.5 -1.1 -0.6
H -5.016942 0.015755 3.038664 -0.1 -0.7 0.1
H -4.008047 1.327660 2.656607 0.6 0.3 -0.1
H -5.549903 1.209228 1.954039 -0.3 0.0 -0.6
```
Forces are in eV/Å.

## Properties
**E_HOMO**: -7.0 eV
**Relative energy (zero: lowest compared OMol25 entry of this formula, charge and spin)**: 290.3 kcal per mole
**E**: -2625.60662 hartree
**Gap between HOMO and LUMO**: 5.2230 eV

=====

Formula: C11H28N4Ru
Source: OMol25
Level of theory: ωB97M-V/def2-TZVPD

XYZ file:
```
44
Properties=species:S:1:pos:R:3:forces:R:3
Ru -0.014775 0.409564 -0.390798 0.0 -0.1 -0.1
N -0.338556 2.674195 -0.548779 0.0 0.0 0.0
C -1.159563 2.986754 0.632018 0.0 0.1 0.0
C -0.599646 2.279633 1.857145 0.0 -0.1 0.0
N -0.251294 0.842920 1.615978 -0.1 0.1 0.1
C 1.044570 0.511987 2.263830 0.0 0.0 0.0
C 2.187024 1.099192 1.453052 0.0 0.0 0.0
N 2.083165 0.650203 0.043613 0.0 0.0 0.1
C -1.335660 -0.063159 2.076235 0.0 0.0 0.0
C -2.541696 0.053598 1.159690 0.0 0.0 0.0
N -2.126754 -0.079108 -0.262562 0.1 0.0 0.1
H 0.546986 3.169231 -0.501427 0.0 0.0 0.0
H -0.795401 3.012661 -1.388137 0.0 0.0 0.0
H -2.175449 2.664847 0.414485 0.0 0.0 0.0
H -1.201748 4.058621 0.847856 0.0 0.0 0.0
H -1.302721 2.353464 2.690632 0.0 0.0 0.0
H 0.305464 2.798568 2.172104 0.0 0.0 0.0
H 1.128388 -0.573887 2.282756 0.0 0.0 0.0
H 1.074536 0.883255 3.293454 0.0 0.0 0.0
H 3.141319 0.818703 1.903198 0.0 0.0 0.0
H 2.141165 2.189110 1.461726 0.0 0.0 0.0
H 2.434595 -0.301888 -0.030788 0.0 0.0 0.0
H 2.678015 1.226302 -0.543777 0.0 0.0 0.0
H -1.621654 0.171175 3.107532 0.0 0.0 0.0
H -0.940070 -1.075783 2.040093 0.0 0.0 0.0
H -3.021234 1.022210 1.294437 0.0 0.0 0.0
H -3.280586 -0.701388 1.433111 0.0 0.0 0.0
H -2.827085 0.343009 -0.863678 0.0 0.0 0.0
H -2.077707 -1.068262 -0.498845 -0.1 0.0 0.0
C 2.029087 -2.293082 -1.952262 0.0 0.0 0.0
C 0.532736 -2.056653 -1.683516 0.0 0.0 -0.1
C -0.227301 -3.345706 -2.012077 0.0 0.0 0.0
C 0.031615 -0.921547 -2.607021 -0.1 0.0 0.0
C 0.296201 -1.563186 -0.283844 0.0 0.1 0.0
H 2.185061 -2.696442 -2.956389 0.0 0.0 0.0
H 2.442817 -3.004442 -1.236041 0.0 0.0 0.0
H 2.600960 -1.362705 -1.889406 0.0 0.0 0.0
H -0.087662 -3.634066 -3.057198 0.0 0.0 0.0
H -1.298603 -3.229153 -1.831798 0.0 0.0 0.0
H 0.128616 -4.165260 -1.385597 0.0 0.0 0.0
H 0.489500 -0.974018 -3.597691 0.0 0.0 0.0
H 0.319859 0.127821 -2.298234 0.1 0.0 0.0
H -1.048904 -0.953402 -2.748338 0.0 0.0 0.0
H 0.452403 -2.283868 0.525258 0.0 0.0 0.0
```
Forces are in eV/Å.

## Properties
**E_HOMO (alpha / beta)**: -9.0 / -10.9 eV
**Net charge**: +1
**E**: -749.57980 hartree
**Gap between HOMO and LUMO (alpha / beta)**: 6.5864 / 8.5356 eV
**Multiplicity**: 2

=====

Formula: C16H48O8S8
Source: OMol25
Level of theory: ωB97M-V/def2-TZVPD

XYZ file:
```
80
Properties=species:S:1:pos:R:3:forces:R:3
C 1.981106 -4.143702 4.053342 -0.7 0.0 -0.6
S 2.149453 -5.170432 2.530776 -2.1 0.6 0.4
O 3.028878 -4.385578 1.648402 1.2 0.2 -0.3
C 0.457550 -4.712748 1.904116 0.6 0.0 0.9
H 2.166367 -3.121004 3.628239 -0.2 -0.8 0.9
H 2.630286 -4.492645 4.838401 0.9 0.2 -0.1
H 0.990902 -4.289599 4.521001 0.2 0.4 -0.6
H 0.457674 -3.668306 1.587632 0.4 0.1 0.3
H -0.196432 -4.826527 2.782705 -0.3 -0.3 -0.8
H 0.227082 -5.274431 1.005028 -0.2 -0.5 0.3
C 3.595806 -3.711220 -1.072065 2.2 -0.3 -0.2
S 1.889946 -3.777618 -1.407472 -1.9 0.8 0.4
O 1.223650 -2.434440 -1.113745 0.8 -1.1 0.4
C 2.014178 -3.655922 -3.170410 -0.4 0.3 -0.1
H 4.111967 -4.333795 -1.828283 -0.4 0.0 0.3
H 3.927286 -4.059297 -0.071164 -0.7 0.4 -0.7
H 3.936926 -2.703385 -1.287538 0.0 0.4 0.2
H 1.011840 -3.826858 -3.558231 -0.1 0.4 0.0
H 2.622263 -4.431597 -3.571277 0.8 -0.5 -0.4
H 2.385300 -2.632608 -3.343180 -0.2 -0.5 -0.3
C -2.527945 6.623935 3.356616 0.3 -0.2 1.0
S -0.828221 6.012541 3.244123 0.5 0.7 0.4
O -0.665093 4.997881 4.306532 0.0 -0.4 0.6
C -0.887136 5.163990 1.704691 -0.3 0.1 -0.5
H -3.248039 5.766549 3.285609 0.5 1.0 0.0
H -2.582224 7.397155 2.591937 -0.5 -0.1 -0.1
H -2.556816 7.131601 4.372822 -0.1 -0.8 -1.2
H -1.671762 4.428340 1.693930 -0.2 -0.6 0.1
H 0.062768 4.758346 1.366111 0.1 -0.2 0.5
H -1.142524 5.928092 1.006094 -0.3 0.7 -0.8
C -2.783445 0.156638 0.682415 -1.3 0.1 -1.2
S -3.519419 -0.001275 -1.084069 0.6 0.4 0.8
O -4.757401 -0.836416 -0.945704 0.2 0.1 0.2
C -4.120165 1.730010 -1.221752 0.0 -1.1 -0.1
H -2.052032 0.987235 0.757093 -0.7 -0.4 -0.1
H -2.358484 -0.806684 0.983424 -0.2 0.2 -0.2
H -3.779356 0.310045 1.151206 1.0 0.1 0.5
H -3.240886 2.338721 -1.385994 0.1 0.3 0.1
H -4.738444 1.980637 -0.351367 0.3 0.0 -0.2
H -4.732735 1.693786 -2.128084 0.1 0.2 0.2
C 3.270254 2.152122 3.226728 0.7 0.7 1.3
S 1.772550 3.142431 3.000327 0.2 0.0 0.4
O 1.173096 2.641912 1.754685 -0.2 0.1 -1.9
C 0.696080 2.408526 4.160822 -2.2 -1.3 -1.4
H 3.214030 1.104358 3.033314 -0.7 -0.7 -0.4
H 3.681940 2.246232 4.250857 -0.3 0.3 -0.4
H 4.002060 2.575016 2.550547 0.1 0.2 -0.2
H 0.644014 1.343421 3.939698 0.3 -0.2 -0.2
H -0.377163 2.747263 4.114877 1.5 0.3 -0.1
H 1.101772 2.529952 5.081424 0.9 0.5 3.2
C -1.960358 -3.497658 -1.313038 -1.1 -0.1 1.7
S -2.895809 -4.139859 0.232849 0.2 1.6 -1.0
O -2.901385 -3.007100 1.214987 0.2 -0.5 0.0
C -4.542360 -4.145519 -0.543252 1.4 1.6 -2.4
H -1.809731 -4.338699 -1.939369 0.4 -0.9 -0.6
H -1.052054 -2.971022 -1.042749 0.2 -0.3 0.3
H -2.614722 -2.810445 -1.802520 -0.6 0.5 -0.3
H -4.405531 -4.777334 -1.434674 -0.3 -0.1 0.3
H -4.877303 -3.123736 -0.938209 0.7 -1.2 1.0
H -5.211246 -4.565003 0.132740 -1.2 -0.7 1.1
C 0.412276 1.916650 -5.265261 0.5 1.2 0.9
S 2.281330 1.650536 -5.363710 -1.7 -0.5 -0.2
O 2.938763 2.622912 -4.458025 0.0 -0.1 0.2
C 2.237214 0.034854 -4.517103 0.4 -0.3 1.0
H 0.196281 2.717273 -6.013707 0.1 -0.5 0.8
H 0.102107 2.222703 -4.172804 0.6 -0.7 -2.2
H -0.089016 1.006293 -5.599322 0.1 0.0 0.2
H 1.986519 -0.874347 -5.099148 0.0 0.9 -0.1
H 1.641166 0.061855 -3.598012 -0.4 0.2 -0.4
H 3.239988 -0.068597 -4.105705 0.4 -0.1 -0.4
C 1.535569 2.759593 -1.661539 -0.5 0.4 1.0
S 0.037234 2.149366 -0.866635 -0.1 1.6 0.1
O -0.867047 1.725740 -1.970591 -0.5 -0.1 -0.7
C 0.785005 0.714292 -0.282198 -0.8 -2.3 -0.3
H 2.273734 3.106608 -0.923001 -0.4 0.0 -0.4
H 1.221189 3.471938 -2.386723 -0.1 1.2 -0.2
H 1.908220 1.994710 -2.271164 0.8 -1.4 -0.6
H 1.748799 0.939741 0.056378 1.3 0.2 0.8
H 0.835194 0.006708 -1.124487 0.1 0.2 0.1
H 0.184686 0.216932 0.480766 0.1 0.2 0.1
```
Forces are in eV/Å.

## Properties
**E_HOMO**: -8.2 eV
**Relative energy (zero: lowest compared OMol25 entry of this formula, charge and spin)**: 29.0 kcal per mole
**E**: -4425.50952 hartree
**Gap between HOMO and LUMO**: 8.5957 eV

=====

Number 1: largest force on an atom 5.53 eV Å⁻¹. Number 2: largest force on an atom 0.19 eV Å⁻¹. Number 3: largest force on an atom 3.32 eV Å⁻¹.